# 1
C41H40IN4O4PSTi | ωB97M-V/def2-TZVPD

**Relative energy (zero: lowest compared OMol25 entry of this formula, charge and spin)**: 0.000 eV
**LUMO (alpha / beta)**: -0.1271 / -0.1273 eV
**Calculated total energy**: -3993.23583 hartree

```
! RIJCOSX wB97M-V def2-TZVPD def2/J DEFGRID3
* xyz 0 3
Ti 0.306 -0.253 0.025
N 1.331 -1.595 3.862
C 0.026 -1.370 3.242
C -0.757 -0.255 3.906
C -1.902 0.167 2.984
N -1.360 0.782 1.748
C -2.797 -1.021 2.651
C -2.030 -2.215 2.090
N -1.558 -1.879 0.733
C -0.852 -2.590 2.999
H 2.649 -0.027 3.262
H 1.848 -2.275 3.308
H 1.236 -1.976 4.798
H 0.244 -0.987 2.267
H -0.093 0.595 4.083
H -1.167 -0.565 4.875
H -2.514 0.906 3.515
H -0.742 1.535 2.030
H -2.126 1.224 1.248
H -3.573 -0.713 1.939
H -3.316 -1.328 3.563
H -2.715 -3.068 2.052
H -2.358 -1.729 0.124
H -1.044 -2.651 0.320
H -0.257 -3.375 2.522
H -1.242 -2.995 3.940
O 3.258 0.383 2.604
C 2.560 0.504 1.470
O 1.290 0.722 1.541
C 3.158 0.336 0.213
C 4.545 0.231 -0.029
C 4.981 0.091 -1.315
C 4.039 0.039 -2.366
C 2.702 0.114 -2.064
N 2.239 0.259 -0.814
H 5.227 0.256 0.810
H 6.039 0.007 -1.527
H 4.349 -0.090 -3.394
H 1.945 0.027 -2.833
O 2.836 -3.278 0.635
C 1.971 -2.773 -0.053
O 1.086 -1.949 0.450
C 1.838 -3.103 -1.518
C 2.747 -4.064 -1.977
C 2.778 -4.482 -3.289
C 1.875 -3.926 -4.189
C 0.972 -2.975 -3.759
C 0.918 -2.539 -2.424
S -0.346 -1.319 -2.138
H 3.439 -4.464 -1.248
H 3.494 -5.227 -3.610
H 1.876 -4.230 -5.229
H 0.273 -2.539 -4.462
I -2.780 1.136 -1.460
C -2.879 2.880 -2.628
C -3.825 2.782 -3.609
C -4.132 3.861 -4.450
C -3.497 5.046 -4.253
C -2.513 5.183 -3.246
C -1.933 6.457 -3.071
C -0.992 6.667 -2.114
C -0.560 5.579 -1.344
C -1.059 4.299 -1.479
P -0.114 3.062 -0.442
C -0.430 3.773 1.216
C 0.435 3.556 2.293
C 0.076 3.938 3.579
C -1.157 4.530 3.818
C -2.024 4.751 2.756
C -1.660 4.383 1.468
C 1.584 3.573 -0.917
C 1.953 3.205 -2.211
C 3.204 3.525 -2.711
C 4.118 4.200 -1.914
C 3.763 4.572 -0.628
C 2.499 4.270 -0.133
C -2.124 4.075 -2.418
H -4.365 1.853 -3.731
H -4.883 3.742 -5.219
H -3.732 5.914 -4.858
H -2.269 7.262 -3.715
H -0.554 7.644 -1.958
H 0.229 5.757 -0.625
H 1.372 3.040 2.143
H 0.762 3.757 4.397
H -1.439 4.819 4.822
H -2.986 5.217 2.926
H -2.347 4.575 0.650
H 1.252 2.654 -2.829
H 3.473 3.226 -3.716
H 5.105 4.432 -2.296
H 4.467 5.105 -0.002
H 2.235 4.603 0.859
*
```

Atom charges from the Mulliken analysis, given in e for atoms 1 to 8: atom 1 (Ti): 0.43, atom 2 (N): -0.65, atom 3 (C): 0.99, atom 4 (C): -1.53, atom 5 (C): 0.11, atom 6 (N): 0.03, atom 7 (C): -1.59, atom 8 (C): -0.04

=====

# 2
C41H41AsIN2O4PPdS | ωB97M-V/def2-TZVPD

**Relative energy (zero: lowest compared OMol25 entry of this formula, charge and spin)**: 0.000 eV
**LUMO (alpha / beta)**: 0.4844 / -1.3618 eV
**Calculated total energy**: -5398.26898 hartree

```
! RIJCOSX wB97M-V def2-TZVPD def2/J DEFGRID3
* xyz 0 3
Pd -15.502 7.677 19.193
N -16.043 11.951 19.614
C -15.824 10.658 19.962
O -16.739 9.843 19.979
C -14.426 10.296 20.427
C -14.232 8.764 20.569
H -16.970 12.205 19.297
H -15.326 12.662 19.650
H -14.332 10.784 21.427
H -13.630 10.726 19.766
H -14.642 8.426 21.532
H -13.160 8.558 20.627
C -17.706 13.487 14.970
C -17.682 12.036 15.427
C -16.659 11.211 14.913
C -16.547 9.863 15.272
C -17.435 9.309 16.197
C -18.405 10.123 16.734
C -18.526 11.485 16.370
S -17.318 7.574 16.718
O -18.441 6.783 16.252
O -16.021 7.128 16.251
O -17.425 7.687 18.208
H -16.707 13.887 15.006
H -18.350 14.095 15.639
H -18.062 13.660 13.954
H -15.969 11.617 14.197
H -15.735 9.273 14.877
H -19.080 9.755 17.506
H -19.328 12.096 16.775
C -13.202 5.266 17.250
C -13.277 3.812 17.742
As -11.661 3.154 18.771
C -11.928 1.214 18.388
C -10.805 0.399 18.465
C -10.917 -0.991 18.377
C -12.183 -1.552 18.220
C -13.310 -0.765 18.131
C -13.165 0.632 18.223
C -10.244 3.398 17.404
C -8.981 3.819 17.817
C -7.993 4.084 16.858
C -8.254 3.839 15.530
C -9.477 3.329 15.092
C -10.449 3.135 16.062
P -13.441 6.621 18.452
C -12.704 8.038 17.537
C -13.123 8.275 16.220
C -12.734 9.422 15.553
C -11.840 10.304 16.141
C -11.347 10.032 17.406
C -11.784 8.915 18.105
C -12.171 6.296 19.726
C -10.808 6.423 19.511
C -9.934 6.144 20.538
C -10.351 5.704 21.782
C -11.723 5.555 21.971
C -12.617 5.863 20.964
H -14.036 5.410 16.559
H -12.297 5.522 16.708
H -13.457 3.139 16.882
H -14.116 3.695 18.437
H -9.813 0.807 18.600
H -10.026 -1.595 18.445
H -12.265 -2.641 18.269
H -14.304 -1.234 18.082
H -14.049 1.259 18.281
H -8.766 3.939 18.864
H -6.988 4.380 17.184
H -7.468 4.012 14.842
H -9.643 3.076 14.062
H -11.423 2.760 15.748
H -13.917 7.645 15.800
H -13.152 9.689 14.585
H -11.535 11.204 15.642
H -10.647 10.730 17.867
H -11.474 8.835 19.144
H -10.442 6.732 18.555
H -8.857 6.341 20.393
H -9.630 5.576 22.579
H -12.074 5.230 22.945
H -13.687 5.796 21.136
I -16.655 5.766 20.875
C -17.277 4.514 19.323
C -18.456 4.856 18.701
C -18.913 4.020 17.704
C -18.159 2.902 17.369
C -16.972 2.669 18.008
N -16.527 3.455 19.000
H -19.031 5.717 19.019
H -19.831 4.227 17.150
H -18.514 2.219 16.582
H -16.358 1.804 17.771
*
```

Atom charges from the Mulliken analysis, given in e for atoms 1 to 8: atom 1 (Pd): -0.06, atom 2 (N): -0.38, atom 3 (C): 0.64, atom 4 (O): -0.67, atom 5 (C): -0.77, atom 6 (C): -0.84, atom 7 (H): 0.26, atom 8 (H): 0.19

=====

# 3
C41H41AsN2O5S3Zr | ωB97M-V/def2-TZVPD

**Relative energy (zero: lowest compared OMol25 entry of this formula, charge and spin)**: 0.000 eV
**LUMO**: -5.4129 eV
**Calculated total energy**: -5549.77124 hartree

```
! RIJCOSX wB97M-V def2-TZVPD def2/J DEFGRID3
* xyz 2 1
Zr 0.410 0.207 0.006
N 1.303 -0.109 2.252
C 1.104 -1.568 2.519
C -0.374 -1.774 2.212
O -1.146 -2.114 3.075
N -0.709 -1.346 0.945
C -2.101 -0.912 0.837
C -2.188 0.608 0.604
O -3.135 1.138 0.090
O -1.074 1.258 0.991
H 0.581 0.393 2.776
H 2.187 0.213 2.640
H 1.742 -2.139 1.845
H 1.266 -1.845 3.557
H -2.639 -1.433 0.052
H -2.615 -1.112 1.782
C 2.693 8.672 -1.294
C 2.192 7.264 -1.410
C 3.079 6.184 -1.339
C 2.628 4.882 -1.421
C 1.267 4.648 -1.569
C 0.361 5.700 -1.630
C 0.832 7.001 -1.561
S 0.560 3.042 -1.700
O 1.271 2.169 -0.637
C 1.225 2.416 -3.224
C 2.597 2.114 -3.354
C 3.065 1.656 -4.546
C 2.196 1.488 -5.656
C 2.675 1.024 -6.901
C 1.819 0.855 -7.954
C 0.446 1.139 -7.811
C -0.050 1.589 -6.618
C 0.814 1.778 -5.515
C 0.337 2.239 -4.256
C -1.106 2.528 -4.030
C -1.629 3.812 -4.334
C -0.838 4.816 -4.947
C -1.372 6.044 -5.214
C -2.713 6.330 -4.877
C -3.497 5.382 -4.284
C -2.978 4.098 -4.000
C -3.769 3.095 -3.390
C -3.267 1.858 -3.124
C -1.921 1.578 -3.446
S -1.136 -0.005 -3.242
O -0.530 -0.015 -1.786
C -2.438 -1.181 -3.233
C -2.344 -2.142 -4.233
C -3.319 -3.120 -4.328
C -4.379 -3.161 -3.427
C -5.433 -4.223 -3.509
C -4.443 -2.188 -2.420
C -3.488 -1.200 -2.315
H 3.737 8.750 -1.594
H 2.618 9.012 -0.259
H 2.104 9.353 -1.906
H 4.138 6.378 -1.222
H 3.326 4.058 -1.367
H -0.700 5.505 -1.728
H 0.130 7.823 -1.611
H 3.246 2.222 -2.495
H 4.112 1.408 -4.669
H 3.730 0.806 -7.009
H 2.194 0.503 -8.906
H -0.216 1.003 -8.655
H -1.104 1.815 -6.518
H 0.192 4.604 -5.205
H -0.768 6.806 -5.688
H -3.119 7.308 -5.098
H -4.527 5.597 -4.028
H -4.798 3.321 -3.141
H -3.899 1.112 -2.675
H -1.518 -2.122 -4.933
H -3.251 -3.865 -5.110
H -5.309 -4.843 -4.394
H -6.428 -3.779 -3.532
H -5.387 -4.869 -2.630
H -5.264 -2.211 -1.714
H -3.555 -0.455 -1.531
C 5.672 0.693 -1.059
As 4.328 0.249 0.246
C 5.165 -0.907 1.539
C 3.871 1.908 1.139
S 2.766 -0.852 -0.713
H 6.554 1.077 -0.548
H 5.281 1.448 -1.736
H 5.928 -0.204 -1.619
H 5.964 -0.374 2.053
H 5.571 -1.769 1.014
H 4.421 -1.247 2.257
H 4.203 2.733 0.513
H 4.412 1.941 2.085
H 2.805 2.018 1.308
*
```

Atom charges from the Mulliken analysis, given in e for atoms 1 to 8: atom 1 (Zr): 1.22, atom 2 (N): -0.55, atom 3 (C): -0.47, atom 4 (C): 0.39, atom 5 (O): -0.60, atom 6 (N): -0.28, atom 7 (C): -0.19, atom 8 (C): 0.79

=====

Which formula does entry 2 have? C41H41AsIN2O4PPdS

=====

Which formula does entry 3 have? C41H41AsN2O5S3Zr

=====

What is the formula in the first record? C41H40IN4O4PSTi

=====

Which of these has the lowest calculated total energy? C41H41AsN2O5S3Zr